Entry 1:
Here is a structure of composition C24H28F3N3O2PS3Ti from OMol25. Energies are from wB97M-V/def2-TZVPD.

Last column: Löwdin spin population.
Atoms and positions in Å:
Ti -0.913 1.059 -0.021  1.76
C -1.344 -1.269 -2.395  0.00
N -1.809 -0.063 -1.741  0.01
C -2.898 0.470 -2.189  0.04
C -3.475 1.580 -1.513  0.00
C -4.545 2.421 -1.834  0.02
C -4.623 3.350 -0.792  0.00
C -3.596 3.027 0.104  0.02
N -2.904 1.959 -0.323  0.01
C -1.695 -2.542 -1.652  0.00
C -2.589 -2.559 -0.590  0.00
C -2.904 -3.752 0.049  0.00
C -2.335 -4.945 -0.371  0.00
C -1.437 -4.936 -1.432  0.00
C -1.119 -3.742 -2.060  0.00
H -0.259 -1.214 -2.504  0.00
H -1.780 -1.345 -3.402  0.00
H -3.407 0.046 -3.058  0.00
H -5.168 2.358 -2.714  0.00
H -5.332 4.158 -0.691  0.00
H -3.331 3.518 1.029  0.00
H -3.030 -1.634 -0.242  0.00
H -3.593 -3.744 0.884  0.00
H -2.579 -5.875 0.129  0.00
H -0.979 -5.861 -1.760  0.00
H -0.400 -3.731 -2.873  0.00
F 1.583 5.243 2.669  0.00
C 0.634 5.806 1.901  0.00
F -0.473 5.904 2.653  0.00
F 1.047 7.082 1.682  0.00
C 0.414 5.077 0.610  0.00
C 0.659 5.723 -0.587  0.01
C 0.462 5.053 -1.787  0.00
C 0.023 3.745 -1.730  0.01
N -0.216 3.110 -0.590  0.02
C -0.030 3.734 0.602  0.02
S -0.365 2.750 1.967  0.00
H 1.001 6.748 -0.579  0.00
H 0.645 5.537 -2.735  0.00
H -0.149 3.169 -2.633  0.00
C 3.027 -0.905 3.379  0.00
C 3.475 -0.339 2.043  0.00
C 3.133 1.130 1.888  0.00
O 2.972 -1.176 0.971  0.00
P 1.567 -1.055 0.200  0.01
S 1.509 0.406 -1.131  0.02
S 0.037 -0.948 1.481  0.02
O 1.632 -2.421 -0.633  0.00
C 1.924 -3.759 -0.176  0.00
C 3.423 -4.009 -0.219  0.00
C 1.312 -4.094 1.171  0.00
H 3.525 -0.364 4.186  0.00
H 3.292 -1.962 3.455  0.00
H 1.949 -0.800 3.494  0.00
H 4.557 -0.465 1.950  0.00
H 2.060 1.305 1.972  0.00
H 3.469 1.512 0.925  0.00
H 3.634 1.688 2.682  0.00
H 1.443 -4.380 -0.935  0.00
H 3.928 -3.436 0.557  0.00
H 3.827 -3.716 -1.188  0.00
H 3.619 -5.073 -0.063  0.00
H 1.760 -3.494 1.964  0.00
H 1.495 -5.150 1.384  0.00
H 0.238 -3.913 1.166  0.00

Properties
- highest occupied orbital energy (spin up / spin down) (eV) = -2.995 / -4.793
- ⟨S²⟩ = 2.007
- total charge = -1
- LUMO level (spin up / spin down) (eV) = 2.69 / 2.69
- spin multiplicity = 3

=====

Entry 2:
Here is the ion C2H2N2PS with charge -1 in a non-equilibrium geometry from OMol25. Energies are from wB97M-V/def2-TZVPD.

Last column: Löwdin charge in e.
Atoms and positions in Å:
C 0.468 -0.117 -0.386  -0.47
C 1.621 0.281 0.480  -0.20
N -0.818 -0.063 0.086  -0.41
N 1.401 1.250 -0.327  0.09
P -2.171 -0.844 -0.322  0.10
S -3.636 0.140 0.527  -0.23
H 0.674 -0.639 -1.217  0.04
H 2.460 -0.008 1.160  0.08

Properties
- highest occupied orbital energy (eV) = -3.474
- SMILES = [S-]/P=N/[C@@H]1C=N1
- total charge = -1
- LUMO level (eV) = 4.01

=====

Entry 3:
Here is a cluster of 2 separate species, C4H14N3 in total in a non-equilibrium geometry from OMol25. Energies are from wB97M-V/def2-TZVPD.

Last column: Löwdin charge in e.
Atoms and positions in Å:
C 0.113 3.002 -0.337  -0.19
C 0.772 3.330 0.957  -0.19
H 0.318 3.768 -1.100  0.07
H 0.602 2.174 -0.881  0.05
H -0.958 2.923 -0.485  0.06
H 1.526 2.588 1.288  0.06
H 0.324 3.399 1.963  0.07
H 1.461 4.189 0.931  0.07
C 0.303 -3.383 0.661  -0.02
C -0.455 -1.349 -0.367  -0.40
N -0.697 -2.297 0.523  0.07
N -1.542 -0.583 -0.798  0.15
N 0.540 -1.278 -1.238  0.23
H -1.617 -2.433 0.907  0.16
H -2.509 -0.832 -0.626  0.12
H -1.455 0.368 -0.435  0.11
H 1.396 -1.811 -1.157  0.13
H 0.329 -0.867 -2.133  0.14
H 1.278 -2.895 0.834  0.11
H 0.304 -4.143 -0.092  0.09
H -0.032 -3.870 1.584  0.10

Properties
- highest occupied orbital energy (eV) = -13.960
- total charge = +1
- LUMO level (eV) = -3.70

=====

Entry 4:
Here is a structure of composition C7H6N2O4Sr in a non-equilibrium geometry from OMol25. Energies are from wB97M-V/def2-TZVPD.

Last column: Löwdin charge in e.
Atoms and positions in Å:
Sr -0.600 -0.202 0.506  1.19
O 2.304 -2.086 2.344  0.14
C 1.521 -1.484 1.762  0.01
C -1.663 1.481 -1.495  0.01
O -2.209 2.123 -2.280  0.13
C -1.322 -2.386 -0.873  -0.01
O -1.712 -3.337 -1.378  0.15
C 1.116 2.147 0.873  0.01
O 1.677 3.102 1.164  0.13
H 2.186 -0.409 -1.854  0.04
H 1.729 0.011 -2.307  0.04
N -2.268 0.990 4.281  0.10
C -3.156 1.760 3.502  -0.02
C -2.702 1.701 2.219  -0.11
N -1.522 0.953 2.240  -0.26
C -1.308 0.485 3.474  -0.17
H -2.331 0.870 5.286  0.18
H -4.022 2.294 3.899  0.14
H -3.108 2.106 1.283  0.12
H -0.508 -0.188 3.864  0.15

Properties
- highest occupied orbital energy (eV) = -16.688
- total charge = +2
- LUMO level (eV) = -8.00

=====

In order of appearance, energy relative to the best compared isomer or geometry (same formula, charge and spin) = 0.0 50.5 36.9 0.0 kcal per mole.